No. 1
76
Properties=species:S:1:pos:R:3 method="wB97M-V/def2-TZVPD" orbital_gap_ha=0.2673 homo_ev=-7.596 energy_ev=-63546.233 relative_energy_ev=3.6857
C 3.315 -4.704 1.120
C 1.899 -4.167 1.573
N 0.763 -4.498 0.680
C 0.015 -5.581 0.670
C -1.030 -5.392 -0.262
N -0.864 -4.045 -0.700
C 0.076 -3.492 -0.012
C -1.834 -3.522 -1.683
H 3.332 -5.819 1.157
H 4.101 -4.331 1.639
H 3.376 -4.326 0.009
H 1.943 -3.049 1.656
H 1.622 -4.376 2.507
H -0.051 -6.382 1.053
H -1.967 -6.218 -0.391
H 0.214 -2.377 -0.155
H -1.371 -2.804 -1.995
H -2.654 -2.883 -1.086
H -2.579 -4.026 -2.221
Cl -0.380 0.053 -1.133
C 4.827 3.353 1.839
C 4.440 2.265 0.801
C 3.127 1.739 0.961
C 2.357 1.962 2.058
C 2.781 2.966 2.988
C 3.930 3.623 2.782
O 4.352 4.646 3.625
O 2.692 0.731 0.047
H 5.928 3.702 1.715
H 5.070 2.103 -0.018
H 1.415 1.508 2.119
H 2.150 3.233 3.759
H 4.038 4.835 4.312
H 1.884 0.570 -0.370
C -1.867 0.290 3.230
C -3.173 0.125 4.139
C -3.310 -1.140 4.673
C -2.507 -2.213 4.425
C -1.437 -2.084 3.550
C -1.130 -0.851 2.897
O -0.104 -0.749 1.987
O -4.263 -1.270 5.631
H -1.467 1.217 3.178
H -3.520 1.168 4.549
H -2.553 -3.357 4.688
H -0.703 -2.895 3.520
H -0.355 -0.145 1.241
H -4.912 -0.528 5.858
C -1.273 -1.092 -6.284
C -0.835 -0.528 -4.983
C 0.531 -0.053 -4.947
C 1.391 -0.300 -6.061
C 0.908 -0.851 -7.323
C -0.397 -1.249 -7.426
O -0.772 -1.660 -8.673
O 1.071 0.653 -3.871
H -2.402 -1.505 -6.337
H -1.484 -0.322 -4.300
H 2.333 -0.174 -6.078
H 1.609 -0.769 -8.240
H -1.250 -2.275 -8.446
H 0.713 0.610 -2.898
C -1.292 3.470 0.442
C -1.072 4.592 1.378
C -1.553 5.848 1.053
C -2.336 6.030 -0.033
C -2.559 4.980 -0.835
C -2.043 3.644 -0.681
O -2.024 2.810 -1.745
O -1.330 6.872 1.990
H -1.150 2.402 0.690
H -0.409 4.588 2.305
H -2.996 7.032 -0.047
H -3.061 5.129 -1.906
H -1.796 1.954 -1.535
H -2.135 7.299 2.180


No. 2
79
Properties=species:S:1:pos:R:3 method="wB97M-V/def2-TZVPD" orbital_gap_ha="0.2566 / 0.2556" homo_ev="-4.575 / -4.588" energy_ev=-234597.135 charge=-1 relative_energy_ev=0.0000
Co -0.663 0.104 1.058
C -2.270 -3.674 2.693
Si -2.159 -2.863 1.003
C -0.707 -3.455 -0.026
C -3.582 -3.630 0.005
N -2.216 -1.130 1.026
C -3.391 -0.449 1.172
C -4.653 -1.014 1.464
C -5.808 -0.252 1.548
C -5.783 1.127 1.377
C -4.551 1.730 1.148
C -3.437 0.942 1.069
F -2.215 1.554 0.899
H -1.704 -4.609 2.708
H -3.311 -3.911 2.931
H -1.868 -3.022 3.467
H -0.540 -4.519 0.172
H 0.229 -2.923 0.116
H -0.980 -3.358 -1.081
H -3.255 -4.645 -0.248
H -3.754 -3.099 -0.935
H -4.536 -3.726 0.523
H -4.716 -2.077 1.644
H -6.744 -0.752 1.766
H -6.684 1.721 1.447
H -4.436 2.802 1.042
Se 0.726 2.108 0.838
P 0.153 1.904 -1.239
Se -0.873 -0.034 -1.378
C -1.001 3.237 -1.713
C -0.535 4.553 -1.678
C -1.379 5.600 -2.005
C -2.696 5.343 -2.371
C -3.162 4.039 -2.404
C -2.316 2.984 -2.075
C 1.503 2.137 -2.427
C 2.786 2.438 -1.988
C 3.798 2.651 -2.914
C 3.531 2.551 -4.271
C 2.250 2.238 -4.709
C 1.235 2.035 -3.788
H 0.489 4.753 -1.383
H -1.013 6.619 -1.972
H -3.357 6.162 -2.624
H -4.190 3.835 -2.677
H -2.681 1.964 -2.076
H 2.984 2.472 -0.923
H 4.800 2.882 -2.572
H 4.324 2.709 -4.992
H 2.043 2.152 -5.768
H 0.234 1.793 -4.127
C 4.089 0.328 2.259
C 4.466 -0.445 1.000
C 3.447 -1.534 0.596
C 3.928 -2.237 -0.681
C 2.950 -3.292 -1.187
C 3.399 -2.547 1.713
O 4.337 -3.272 1.988
N 2.235 -2.592 2.413
C 1.060 -1.877 2.151
O 0.100 -2.097 2.852
N 1.019 -1.004 1.085
C 2.117 -0.826 0.292
O 2.127 -0.100 -0.689
H 4.831 1.102 2.465
H 4.043 -0.324 3.133
H 3.115 0.809 2.169
H 5.431 -0.940 1.130
H 4.544 0.233 0.148
H 4.896 -2.690 -0.461
H 4.070 -1.466 -1.439
H 2.791 -4.076 -0.444
H 3.328 -3.768 -2.093
H 1.981 -2.847 -1.425
H 2.172 -3.240 3.184
O 1.143 0.746 3.612
C -0.067 0.675 3.780
O -0.983 0.472 2.904
H -0.490 0.813 4.793


No. 3
74
Properties=species:S:1:pos:R:3 method="wB97M-V/def2-TZVPD" orbital_gap_ha=0.2748 homo_ev=-12.756 energy_ev=-84298.791 charge=+2 relative_energy_ev=0.0000
In 0.144 1.234 -1.283
O -1.361 -2.298 2.003
S -1.205 -3.858 1.868
C 0.519 -4.081 1.374
C 1.034 -3.134 0.292
C 2.557 -3.060 0.427
C 3.316 -2.252 -0.620
S 3.348 -0.432 -0.504
O 1.942 0.089 -0.247
C 4.214 -0.304 1.048
C 3.519 -0.165 2.238
C 4.234 -0.092 3.426
C 5.622 -0.153 3.408
C 6.305 -0.274 2.204
C 5.602 -0.342 1.011
C -2.057 -4.224 0.361
C -2.298 -5.575 0.137
C -2.946 -5.952 -1.027
C -3.362 -4.984 -1.933
C -3.138 -3.637 -1.678
C -2.481 -3.245 -0.521
H 0.565 -5.129 1.069
H 1.075 -3.968 2.310
H 0.596 -2.143 0.411
H 0.761 -3.513 -0.694
H 2.951 -4.077 0.351
H 2.817 -2.699 1.426
H 2.981 -2.470 -1.637
H 4.380 -2.491 -0.551
H 2.438 -0.098 2.226
H 3.708 0.023 4.366
H 6.175 -0.099 4.337
H 7.386 -0.301 2.193
H 6.126 -0.418 0.063
H -1.986 -6.323 0.859
H -3.143 -6.998 -1.217
H -3.873 -5.281 -2.840
H -3.485 -2.887 -2.376
H -2.313 -2.200 -0.301
C -2.937 -1.685 4.323
Si -1.238 -1.517 3.624
C -0.779 0.217 3.152
C 0.160 -2.456 4.402
C 1.460 -1.946 4.318
C 2.547 -2.685 4.762
C 2.349 -3.943 5.317
C 1.063 -4.460 5.424
C -0.021 -3.722 4.972
H -3.037 -1.105 5.243
H -3.198 -2.719 4.559
H -3.663 -1.302 3.604
H -0.278 0.710 3.990
H -1.676 0.800 2.933
H -0.113 0.258 2.287
H 1.627 -0.954 3.909
H 3.547 -2.278 4.684
H 3.194 -4.511 5.685
H 0.904 -5.433 5.872
H -1.019 -4.133 5.088
N 7.102 3.376 -2.882
C 6.409 2.258 -3.124
S 7.099 0.834 -3.568
C 4.936 2.325 -2.889
C 4.404 3.036 -1.817
C 3.051 2.941 -1.551
N 2.215 2.221 -2.302
C 2.719 1.586 -3.370
C 4.058 1.603 -3.692
H 8.099 3.363 -3.027
H 6.655 4.263 -2.721
H 5.037 3.621 -1.161
H 2.618 3.457 -0.701
H 2.012 1.036 -3.982
H 4.433 1.057 -4.547


No. 4
71
Properties=species:S:1:pos:R:3 method="wB97M-V/def2-TZVPD" orbital_gap_ha=0.1231 homo_ev=-2.372 energy_ev=-54258.302 charge=-1 relative_energy_ev=4.1466
Li -6.141 2.462 -3.814
C -4.128 -0.407 1.385
O -3.590 0.904 1.222
C -2.746 1.636 2.047
C -3.050 2.973 1.979
H -3.313 -0.932 1.302
H -4.692 -0.547 0.717
H -4.837 -0.167 2.128
H -4.059 3.102 1.889
H -3.085 3.005 3.243
H -5.833 0.898 -4.853
C 3.646 0.885 2.551
C 2.332 0.164 2.919
C 2.064 -0.362 4.235
C 0.721 -0.491 4.562
C -0.424 0.127 3.901
C -0.035 0.578 2.653
C 1.256 0.461 2.045
Sb 0.916 0.510 -0.077
C 1.716 -1.461 -0.330
C 3.297 -1.751 -0.468
C 4.001 -2.888 -0.096
C 3.283 -3.717 0.686
C 1.926 -3.584 1.062
C 1.264 -2.390 0.727
C -0.243 -2.410 1.161
C 2.319 1.856 -1.321
C 3.045 1.458 -2.429
C 3.984 2.339 -3.149
C 4.353 3.478 -2.437
C 3.829 3.904 -1.285
C 2.477 3.362 -0.920
C 1.565 4.327 -0.263
H 4.383 0.141 3.110
H 3.703 2.178 2.716
H 3.875 0.899 1.571
H 2.799 -0.347 4.971
H 0.269 -0.939 5.328
H -1.532 0.283 4.184
H -1.005 0.888 2.033
H 3.876 -0.847 -0.856
H 5.035 -2.601 -0.101
H 3.671 -4.613 0.937
H 1.194 -4.351 1.359
H -0.497 -3.202 1.840
H -0.680 -2.705 0.238
H -0.432 -1.417 1.148
H 2.893 0.213 -2.557
H 4.172 1.927 -4.222
H 5.485 3.935 -2.486
H 4.193 4.664 -0.445
H -2.433 3.435 1.516
H 1.804 5.482 -0.277
H 0.453 3.896 -0.111
C -1.640 -3.639 -3.237
C -2.161 -2.444 -2.566
C -1.789 -1.162 -2.408
C -2.570 -0.220 -1.939
N -3.859 -0.314 -1.499
C -4.426 -1.751 -1.543
S -6.056 -1.905 -1.598
N -3.535 -2.742 -2.124
C -2.195 1.237 -2.247
H -2.284 -4.107 -3.948
H -1.712 -4.205 -2.374
H -0.641 -3.458 -3.445
H -0.634 -0.924 -2.299
H -3.435 -3.722 -2.374
H -2.223 1.928 -1.444
H -2.579 2.032 -2.869
H -1.304 1.160 -2.954


No. 5
72
Properties=species:S:1:pos:R:3 method="wB97M-V/def2-TZVPD" orbital_gap_ha="0.2178 / 0.1503" homo_ev="-14.424 / -16.851" energy_ev=-59133.470 multiplicity=6 charge=+3 relative_energy_ev=0.6738
C -2.462 -2.867 0.502
C -3.101 -2.124 -0.635
N -2.282 -1.344 -1.408
C -2.746 -0.776 -2.579
C -4.116 -0.864 -2.834
C -4.991 -1.410 -1.906
C -4.492 -2.140 -0.829
C -1.813 0.040 -3.452
P -0.103 -0.236 -2.679
H -5.112 -2.668 -0.095
H -4.485 -0.404 -3.751
H -6.072 -1.258 -1.989
C -2.184 -0.927 1.912
C -0.579 -2.749 2.046
H -2.087 1.097 -3.301
H -1.988 -3.769 0.106
H -3.231 -3.182 1.257
C 0.342 1.495 -2.839
C 0.911 -1.170 -3.876
H 1.324 1.728 -2.451
H 0.283 1.733 -3.915
H -0.415 2.093 -2.315
H 1.807 -1.617 -3.401
H 0.261 -1.983 -4.227
H 1.226 -0.516 -4.692
H -1.177 -3.206 2.853
H -0.055 -3.520 1.485
H 0.157 -2.071 2.473
H -2.854 -1.415 2.646
H -1.472 -0.288 2.426
H -2.773 -0.314 1.226
C 0.370 -2.836 -1.063
O 0.802 -3.844 -1.348
Pt -0.329 -1.088 -0.578
O -0.793 -3.681 -3.166
H -1.918 0.215 -4.532
H -0.405 -3.745 -4.071
N -1.443 -1.965 1.140
C 1.779 -0.787 5.090
C 0.778 0.154 4.838
C 0.541 0.582 3.527
C 1.294 0.069 2.459
C 2.336 -0.844 2.726
C 2.577 -1.266 4.045
Si 0.947 0.549 0.664
C 0.060 2.229 0.779
C -1.141 2.468 0.077
C -1.695 3.763 0.024
C -1.085 4.822 0.711
C 0.050 4.568 1.483
C 0.584 3.279 1.542
C 2.715 0.927 0.061
C 3.532 1.850 0.752
C 4.810 2.206 0.285
C 5.281 1.653 -0.905
C 4.506 0.694 -1.556
C 3.262 0.299 -1.060
H 1.949 -1.155 6.101
H 0.156 0.533 5.660
H -0.221 1.353 3.352
H 2.970 -1.182 1.916
H 3.374 -1.985 4.223
H -1.650 1.638 -0.453
H -2.620 3.933 -0.552
H -1.513 5.826 0.643
H 0.504 5.379 2.040
H 1.441 3.121 2.179
H 3.220 2.300 1.692
H 5.433 2.922 0.830
H 6.259 1.934 -1.296
H 4.865 0.252 -2.481
H 2.698 -0.508 -1.537


No. 6
76
Properties=species:S:1:pos:R:3 method="wB97M-V/def2-TZVPD" orbital_gap_ha=0.2517 homo_ev=-7.197 energy_ev=-61289.185 relative_energy_ev=0.0000
C -0.517 -5.029 -1.227
H 0.275 -5.883 -1.224
O -0.221 -4.026 -0.268
C 0.971 -3.648 -0.158
C 1.713 -4.179 0.796
C 2.918 -3.605 1.149
C 3.415 -2.767 0.330
C 2.705 -2.223 -1.039
C 1.377 -2.692 -1.177
O 0.644 -2.443 -2.123
C 1.006 -1.305 -3.086
H 1.218 -0.433 -2.787
H 0.254 -1.569 -3.908
H 1.946 -1.830 -3.602
H 3.124 -1.565 -1.761
C 4.837 -2.157 0.464
H 5.613 -3.127 0.585
H 5.206 -1.674 -0.488
C 5.109 -1.045 1.454
N 4.316 0.142 1.331
C 4.778 1.276 1.544
O 5.729 1.493 2.436
C 3.977 2.599 1.254
C 2.485 2.397 1.906
C 1.567 3.448 0.772
N 1.780 3.243 -0.437
S 1.169 1.599 -1.115
O 1.477 2.026 -2.550
O 1.578 0.567 -0.332
C -0.567 1.843 -0.776
C -1.241 0.883 -0.445
C -2.681 0.777 -0.350
C -3.378 -0.269 0.251
C -4.786 -0.289 0.380
C -5.381 1.031 0.100
N -4.634 2.332 -0.295
C -3.316 2.021 -0.670
C -2.628 3.159 -0.699
C -1.291 3.116 -1.133
H -0.816 4.037 -1.419
H -3.104 3.962 -1.011
C -6.965 1.276 0.509
C -7.355 0.632 1.676
C -6.578 -0.761 2.075
C -5.802 -1.152 0.832
H -4.991 -2.148 1.247
H -6.277 -1.638 0.136
H -7.114 -1.514 2.427
H -5.823 -0.326 2.775
H -7.189 1.513 2.441
H -8.310 0.561 1.580
H -7.276 0.646 -0.563
H -6.951 2.300 0.039
C -2.636 -1.691 0.596
O -2.569 -2.226 1.685
O -2.067 -1.961 -0.383
H -1.568 -2.918 -0.487
H -0.761 -0.109 -0.122
C 3.059 3.683 -0.850
C 4.209 2.589 -0.040
H 5.132 2.846 -0.702
H 3.916 1.625 -0.705
H 3.278 4.611 -0.590
H 2.866 3.541 -1.856
H 1.757 4.208 1.347
H 0.580 2.932 1.299
H 2.200 1.226 1.658
H 2.599 2.693 2.926
H 4.303 3.298 1.708
H 3.532 0.106 1.100
H 6.106 -0.786 1.860
H 4.621 -1.626 2.504
H 3.494 -3.846 1.910
H 1.271 -4.439 1.500
H -1.523 -5.533 -1.255
H -0.313 -4.521 -2.365